Entry 1:
Below is an isolated molecule of C5H6Cl3N3O2S, with properties calculated with ωB97M-V with the def2-TZVPD basis set.

Calculated values
SMILES: Cn1c(=O)n(C)n(SC(Cl)(Cl)Cl)c1=O
Relative energy (zero: lowest compared OMol25 entry of this formula, charge and spin): 0.00 kcal/mol
F_max: 0.075 hartree/bohr

Geometry as ORCA input:
```
! RIJCOSX wB97M-V def2-TZVPD def2/J DEFGRID3
* xyz 0 1
C -1.279 -0.797 -2.559
N -0.487 -0.390 -1.382
C -0.056 0.907 -1.128
O -0.242 1.891 -1.825
N 0.532 0.855 0.083
C 1.714 1.719 0.300
N 0.737 -0.456 0.478
S 1.135 -0.892 2.009
C -0.501 -0.611 2.854
Cl -0.202 -0.568 4.647
Cl -1.091 0.955 2.332
Cl -1.549 -1.905 2.439
C -0.076 -1.212 -0.416
O -0.265 -2.409 -0.277
H -1.150 0.019 -3.289
H -0.766 -1.678 -2.984
H -2.351 -1.052 -2.145
H 2.217 1.725 -0.748
H 1.197 2.605 0.617
H 2.484 1.294 0.997
*
```

---

Entry 2:
Below is the ion C5H6ClN2S with charge -1, with properties calculated with ωB97M-V with the def2-TZVPD basis set.

Calculated values
Relative energy (zero: lowest compared OMol25 entry of this formula, charge and spin): 66.42 kcal/mol
F_max: 0.063 hartree/bohr

Geometry as ORCA input:
```
! RIJCOSX wB97M-V def2-TZVPD def2/J DEFGRID3
* xyz -1 1
C 1.995 0.957 -0.678
C 1.207 -0.037 -0.359
C -1.192 1.861 -0.311
C 2.054 -1.220 0.176
C -2.231 -0.245 0.392
N -0.091 -0.282 -0.171
N -1.115 0.605 -0.069
S 3.099 1.464 -1.694
Cl -2.859 2.487 0.161
H 2.144 -0.994 1.282
H 1.357 -1.997 -0.034
H 3.003 -1.198 -0.451
H -3.222 -0.081 0.136
H -1.951 -1.261 0.115
H -2.198 -0.059 1.506
*
```

---

Entry 3:
Below is a cluster of 2 separate species, C5H6ClN2S in total, with properties calculated with ωB97M-V with the def2-TZVPD basis set.

Calculated values
Relative energy (zero: lowest compared OMol25 entry of this formula, charge and spin): 0.00 kcal/mol
<S²>: 2.020
F_max: 0.068 hartree/bohr

Geometry as ORCA input:
```
! RIJCOSX wB97M-V def2-TZVPD def2/J DEFGRID3
* xyz 1 3
C 0.481 -1.224 1.547
C 0.550 -1.596 0.248
C -0.490 0.342 0.417
C -0.422 -0.553 -2.957
C -0.391 -0.638 -1.690
N -0.078 -0.015 1.628
N -0.146 -0.582 -0.447
S 0.508 2.838 1.766
Cl 0.570 4.748 2.044
H 0.979 -1.657 2.423
H 0.825 -2.467 -0.427
H -1.115 1.246 0.195
H -0.213 0.371 -3.577
H -0.871 -1.413 -3.537
H -0.186 0.601 2.368
*
```

---

Entry 4:
Below is a cluster of 2 separate species, C5H6ClN3O2 in total, with properties calculated with ωB97M-V with the def2-TZVPD basis set.

Calculated values
Relative energy (zero: lowest compared OMol25 entry of this formula, charge and spin): 65.83 kcal/mol
F_max: 0.050 hartree/bohr

Geometry as ORCA input:
```
! RIJCOSX wB97M-V def2-TZVPD def2/J DEFGRID3
* xyz 0 1
C 0.325 -0.021 1.443
C -0.813 -0.227 0.611
C 1.221 -2.970 -1.191
C -1.190 0.992 -0.214
C 1.311 2.208 1.615
N 1.008 1.060 1.480
N -1.285 -1.404 0.703
N -0.144 1.119 -1.214
O 0.936 -2.663 -2.257
O 1.470 -3.321 -0.136
Cl 2.205 3.259 0.684
H 0.543 -0.929 2.011
H -2.142 1.030 -0.608
H -1.152 1.857 0.399
H -1.939 -1.955 0.136
H 0.045 0.206 -1.522
H -0.400 1.757 -1.940
*
```

---

Entry 5:
Below is an isolated molecule of C5H6ClNO2, with properties calculated with ωB97M-V with the def2-TZVPD basis set.

Calculated values
Relative energy (zero: lowest compared OMol25 entry of this formula, charge and spin): 40.27 kcal/mol
F_max: 0.066 hartree/bohr

Geometry as ORCA input:
```
! RIJCOSX wB97M-V def2-TZVPD def2/J DEFGRID3
* xyz 0 1
C -0.871 1.484 0.149
C 0.422 -1.400 -0.312
C -1.492 0.093 0.030
C -0.521 -0.825 0.728
C 1.533 1.339 0.040
N 0.357 1.504 -0.179
O 0.140 -2.122 -1.199
O 1.708 -0.891 -0.026
Cl 2.629 1.575 -1.187
H -1.306 2.457 0.301
H -2.362 0.143 0.569
H -1.634 -0.180 -0.963
H -0.998 -1.698 1.264
H 0.071 -0.219 1.477
H 2.323 -1.260 -0.692
*
```

---

Entry 6:
Below is a structure of composition C5H6ClNS, with properties calculated with ωB97M-V with the def2-TZVPD basis set.

Calculated values
Relative energy (zero: lowest compared OMol25 entry of this formula, charge and spin): 19.67 kcal/mol
F_max: 0.050 hartree/bohr

Geometry as ORCA input:
```
! RIJCOSX wB97M-V def2-TZVPD def2/J DEFGRID3
* xyz 0 1
C -0.178 -1.469 0.032
C 0.192 -0.036 0.117
C -0.992 0.972 0.575
C 0.567 0.724 -1.169
C 1.238 0.083 1.139
H -0.516 -1.781 1.043
H 0.660 -2.008 -0.251
H -0.988 1.249 1.615
H -1.972 0.631 0.289
H 1.625 0.930 -1.386
H 0.092 0.229 -2.016
N 2.149 0.070 1.854
S -0.369 2.151 -0.728
Cl -1.508 -1.746 -1.114
*
```

---

Entry 7:
Below is a structure of composition C5H6DyLiO4, with properties calculated with ωB97M-V with the def2-TZVPD basis set.

Calculated values
Relative energy (zero: lowest compared OMol25 entry of this formula, charge and spin): 26.47 kcal/mol
<S²>: 12.582
F_max: 0.036 hartree/bohr

Geometry as ORCA input:
```
! RIJCOSX wB97M-V def2-TZVPD def2/J DEFGRID3
* xyz 3 7
O -2.404 0.360 0.331
C -1.417 -0.234 0.685
O -1.082 -0.928 1.630
O -0.304 -0.040 -0.339
C 0.809 -0.584 -0.159
C 1.932 -0.365 -1.064
Li -4.174 0.709 0.775
H 0.930 -1.233 0.723
H 1.664 0.342 -1.857
H 2.054 -1.363 -1.539
Dy -1.965 -1.827 4.029
C 3.228 0.026 -0.310
C 4.478 -0.228 -1.112
O 5.462 -0.753 -0.651
H 3.325 -0.469 0.665
H 4.420 0.015 -2.197
H 3.195 1.109 -0.106
*
```

---

Entry 8:
Below is a structure of composition C5H6EuLiO2, with properties calculated with ωB97M-V with the def2-TZVPD basis set.

Calculated values
Relative energy (zero: lowest compared OMol25 entry of this formula, charge and spin): 27.35 kcal/mol
<S²>: 15.759
F_max: 0.089 hartree/bohr

Geometry as ORCA input:
```
! RIJCOSX wB97M-V def2-TZVPD def2/J DEFGRID3
* xyz 3 8
C 0.537 -0.010 0.531
C -0.345 -0.391 1.572
H -1.012 0.343 2.036
H -0.032 -1.277 2.134
O 2.870 0.082 0.350
C 1.704 -0.411 -0.031
Eu 5.213 -0.573 0.953
H 1.680 -0.969 -0.980
C -1.108 -0.533 -0.239
C -1.500 0.846 -0.690
O -1.559 1.232 -1.848
Li -1.826 2.773 -2.835
H -1.791 -1.019 -0.977
H -0.963 -1.616 -0.083
H -1.870 1.522 0.106
*
```

---

Entry 9:
Below is an isolated molecule of C5H6F2, with properties calculated with ωB97M-V with the def2-TZVPD basis set.

Calculated values
SMILES: C=C/C=C(/F)CF
Relative energy (zero: lowest compared OMol25 entry of this formula, charge and spin): 12.39 kcal/mol
F_max: 0.062 hartree/bohr

Geometry as ORCA input:
```
! RIJCOSX wB97M-V def2-TZVPD def2/J DEFGRID3
* xyz 0 1
C -1.180 1.763 -1.951
C -0.917 0.849 -0.966
C 0.504 0.531 -0.633
C 0.804 -0.363 0.313
F 2.136 -0.773 0.379
C 0.002 -1.029 1.353
F -1.329 -0.695 1.166
H -2.193 1.998 -2.025
H -0.413 2.254 -2.536
H -1.775 0.364 -0.422
H 1.358 0.908 -1.199
H 0.401 -0.708 2.357
H 0.080 -2.106 1.227
*
```

---

Entry 10:
Below is a cluster of 2 separate species, C5H6F2O2 in total, with properties calculated with ωB97M-V with the def2-TZVPD basis set.

Calculated values
Relative energy (zero: lowest compared OMol25 entry of this formula, charge and spin): 109.14 kcal/mol
F_max: 0.082 hartree/bohr

Geometry as ORCA input:
```
! RIJCOSX wB97M-V def2-TZVPD def2/J DEFGRID3
* xyz 0 1
C -0.324 0.553 1.076
C 0.136 -0.689 0.373
C -1.532 0.823 -0.942
C -1.463 -0.479 -1.229
C 2.539 -0.052 -0.351
O -0.819 1.408 0.098
O -0.713 -1.315 -0.462
F 2.594 0.968 0.571
F 3.051 -1.037 0.429
H -1.265 0.225 1.635
H 0.485 1.053 1.553
H 1.127 -0.568 -0.307
H 0.468 -1.493 1.084
H -2.170 1.543 -1.557
H -2.115 -0.942 -1.971
*
```

---

Entry 11:
Below is the ion C5H6F3N2O2 with charge +1, with properties calculated with ωB97M-V with the def2-TZVPD basis set.

Calculated values
SMILES: [H]/N=C(C)/[NH+]=C1/O[C@@]1(O)C(F)(F)F
Relative energy (zero: lowest compared OMol25 entry of this formula, charge and spin): 0.00 kcal/mol
F_max: 0.028 hartree/bohr

Geometry as ORCA input:
```
! RIJCOSX wB97M-V def2-TZVPD def2/J DEFGRID3
* xyz 1 1
H 1.326 2.290 -1.046
N 0.704 1.556 -0.732
C 0.240 1.619 0.418
C 0.395 2.586 1.527
N -0.677 0.532 0.792
C -0.644 -0.669 0.384
O -1.326 -1.751 0.529
C -0.085 -1.812 -0.310
O 0.959 -2.441 0.204
C -0.395 -1.934 -1.819
F -0.558 -3.206 -2.160
F -1.497 -1.256 -2.118
F 0.620 -1.433 -2.506
H 1.003 3.428 1.204
H 0.891 2.107 2.371
H -0.569 2.961 1.870
H -1.426 0.803 1.439
H 1.040 -3.380 -0.048
*
```

---

Entry 12:
Below is a structure of composition C5H6F9HgO15S4, with properties calculated with ωB97M-V with the def2-TZVPD basis set.

Calculated values
F_max: 0.063 hartree/bohr

Geometry as ORCA input:
```
! RIJCOSX wB97M-V def2-TZVPD def2/J DEFGRID3
* xyz -3 1
Hg -0.468 -0.416 0.044
S -3.257 -0.823 -0.520
O -3.561 -0.199 -1.817
O -4.425 -1.497 0.045
O -2.106 -1.762 -0.625
O -2.641 0.145 0.401
C -0.209 -1.901 4.624
F -0.877 -1.993 5.794
F 0.462 -0.747 4.716
F 0.644 -2.916 4.494
S -1.427 -1.843 3.217
O -2.237 -0.647 3.432
O -0.542 -1.813 2.030
O -2.210 -3.056 3.327
C 1.295 0.901 -4.476
F 1.737 2.018 -3.902
F 1.104 1.040 -5.804
F 2.279 -0.046 -4.370
S -0.253 0.202 -3.667
O -1.318 1.126 -4.015
O -0.393 -1.095 -4.355
O 0.048 0.065 -2.243
C 0.106 4.669 -0.041
F 1.006 4.614 -1.034
F 0.801 4.634 1.120
F -0.552 5.831 -0.112
S -1.063 3.188 -0.114
O -0.164 2.035 -0.014
O -1.970 3.311 1.009
O -1.722 3.401 -1.384
C 2.125 -2.431 0.140
C 2.585 -1.163 0.849
O 1.597 -0.149 1.137
O 1.151 -2.185 -0.819
H 1.780 -3.185 0.852
H 3.067 -2.820 -0.268
H 3.404 -0.710 0.278
H 3.079 -1.403 1.797
H 1.941 0.322 1.898
H 1.185 -2.702 -1.626
*
```

---

Entry 13:
Below is an isolated molecule of C5H6FN, with properties calculated with ωB97M-V with the def2-TZVPD basis set.

Calculated values
Relative energy (zero: lowest compared OMol25 entry of this formula, charge and spin): 122.98 kcal/mol
F_max: 0.097 hartree/bohr

Geometry as ORCA input:
```
! RIJCOSX wB97M-V def2-TZVPD def2/J DEFGRID3
* xyz 0 1
C 2.881 -0.734 -0.090
C 4.248 -1.020 -0.218
C -0.553 -0.240 0.586
C 1.562 -1.492 -0.014
C -1.079 0.748 -0.346
N 0.448 -0.943 0.374
F 4.672 -2.219 0.279
H 2.738 0.300 -0.146
H -1.047 -0.119 1.511
H 1.591 -2.500 -0.242
H -0.829 0.761 -1.429
H -2.229 0.526 -0.392
H -0.737 1.753 -0.013
*
```

---

Entry 14:
Below is an isolated molecule of C5H6FNO, with properties calculated with ωB97M-V with the def2-TZVPD basis set.

Calculated values
SMILES: O=C1C[C@H]2N[C@H]2[C@@H]1F
Relative energy (zero: lowest compared OMol25 entry of this formula, charge and spin): 50.39 kcal/mol
F_max: 0.039 hartree/bohr

Geometry as ORCA input:
```
! RIJCOSX wB97M-V def2-TZVPD def2/J DEFGRID3
* xyz 0 1
O 2.398 0.571 0.315
C 1.242 0.302 0.288
C 0.096 1.327 0.223
C -1.113 0.496 -0.192
N -0.972 -0.328 -1.402
C -0.770 -0.953 -0.090
C 0.652 -1.088 0.372
F 0.637 -1.487 1.706
H -0.051 1.834 1.200
H 0.325 2.119 -0.481
H -2.084 0.871 0.008
H -0.099 -0.146 -1.906
H -1.452 -1.690 0.164
H 1.191 -1.828 -0.204
*
```

---

Entry 15:
Below is an isolated molecule of C5H6FNS, with properties calculated with ωB97M-V with the def2-TZVPD basis set.

Calculated values
SMILES: Cc1cc(F)cn1S
Relative energy (zero: lowest compared OMol25 entry of this formula, charge and spin): 6.67 kcal/mol
F_max: 0.041 hartree/bohr

Geometry as ORCA input:
```
! RIJCOSX wB97M-V def2-TZVPD def2/J DEFGRID3
* xyz 0 1
C 0.781 -0.659 -1.676
C 0.413 -0.100 -0.339
C 1.225 0.462 0.633
C 0.348 0.817 1.702
F 0.815 1.255 2.880
C -0.962 0.667 1.370
N -0.894 0.078 0.113
S -2.187 -0.240 -0.919
H 1.891 -0.762 -1.769
H 0.489 0.098 -2.439
H 0.288 -1.643 -1.741
H 2.283 0.642 0.636
H -1.893 0.823 1.907
H -2.597 -1.439 -0.359
*
```

---

Entry 16:
Below is a cluster of 2 separate species, C5H6IN in total, with properties calculated with ωB97M-V with the def2-TZVPD basis set.

Calculated values
Relative energy (zero: lowest compared OMol25 entry of this formula, charge and spin): 90.87 kcal/mol
F_max: 0.072 hartree/bohr

Geometry as ORCA input:
```
! RIJCOSX wB97M-V def2-TZVPD def2/J DEFGRID3
* xyz 0 1
C 1.993 -0.020 1.812
C -0.049 0.753 1.073
C -0.227 0.208 -0.084
C -1.485 0.428 -0.818
C 0.606 -0.886 -0.651
N 3.012 -0.418 2.170
I -0.981 2.228 2.163
H -2.145 1.225 -0.466
H -1.801 -0.580 -0.920
H -1.293 0.658 -1.803
H 1.392 -0.655 -1.378
H -0.109 -1.530 -1.243
H 1.087 -1.412 0.144
*
```

---

Entry 17:
Below is a cluster of 2 separate species, C5H6INO in total, with properties calculated with ωB97M-V with the def2-TZVPD basis set.

Calculated values
SMILES: Ic1ccccn1.O
Relative energy (zero: lowest compared OMol25 entry of this formula, charge and spin): 0.00 kcal/mol
F_max: 0.012 hartree/bohr

Geometry as ORCA input:
```
! RIJCOSX wB97M-V def2-TZVPD def2/J DEFGRID3
* xyz 0 1
I 3.035 -0.525 -0.435
C 0.935 -0.346 -0.528
C 0.130 -1.264 0.122
C -1.238 -1.103 -0.016
C -1.727 -0.055 -0.784
C -0.814 0.799 -1.381
N 0.493 0.648 -1.255
H 0.555 -2.059 0.712
H -1.917 -1.790 0.470
H -2.786 0.094 -0.917
H -1.127 1.638 -1.989
O 1.314 1.038 1.811
H 1.862 0.953 2.596
H 1.287 1.974 1.594
*
```

---

Entry 18:
Below is a cluster of 2 separate species, C5H6INO in total, with properties calculated with ωB97M-V with the def2-TZVPD basis set.

Calculated values
SMILES: Ic1ccccn1.O
Relative energy (zero: lowest compared OMol25 entry of this formula, charge and spin): 18.74 kcal/mol
F_max: 0.103 hartree/bohr

Geometry as ORCA input:
```
! RIJCOSX wB97M-V def2-TZVPD def2/J DEFGRID3
* xyz 0 1
I 3.287 -0.081 0.053
C 1.176 0.315 0.164
C 0.397 0.235 -0.972
C -0.983 0.601 -0.909
C -1.401 1.003 0.327
C -0.513 1.035 1.415
N 0.739 0.693 1.328
H 0.907 -0.181 -1.874
H -1.767 0.637 -1.724
H -2.386 1.529 0.291
H -0.873 1.297 2.433
O 0.752 -2.292 0.027
H 0.849 -2.596 -0.800
H -0.184 -2.194 0.241
*
```

---

Entry 19:
Below is a cluster of 2 separate species, C5H6INO in total, with properties calculated with ωB97M-V with the def2-TZVPD basis set.

Calculated values
Relative energy (zero: lowest compared OMol25 entry of this formula, charge and spin): 128.88 kcal/mol
F_max: 0.060 hartree/bohr

Geometry as ORCA input:
```
! RIJCOSX wB97M-V def2-TZVPD def2/J DEFGRID3
* xyz 0 1
C -3.303 -2.626 0.132
C -0.207 1.467 1.654
C -0.414 0.752 0.564
C -3.026 -1.269 0.614
C 0.639 -0.165 -0.121
N -3.310 -3.770 0.005
O 0.864 0.073 -1.470
I -4.450 0.212 0.358
H 0.553 1.316 2.309
H -0.892 2.198 2.029
H -1.207 0.872 -0.134
H 0.128 -1.126 -0.155
H 1.620 -0.363 0.375
H 0.932 0.954 -1.693
*
```

---

Entry 20:
Below is an isolated molecule of C5H6INOS, with properties calculated with ωB97M-V with the def2-TZVPD basis set.

Calculated values
SMILES: COc1nc(C)sc1I
Relative energy (zero: lowest compared OMol25 entry of this formula, charge and spin): 3.65 kcal/mol
F_max: 0.097 hartree/bohr

Geometry as ORCA input:
```
! RIJCOSX wB97M-V def2-TZVPD def2/J DEFGRID3
* xyz 0 1
C -0.290 -2.620 -0.259
O 0.939 -1.825 -0.055
C 0.829 -0.515 -0.129
N -0.364 0.128 -0.103
C -0.263 1.403 -0.085
C -1.387 2.222 0.326
S 1.366 2.114 -0.053
C 1.945 0.465 -0.046
I 3.965 -0.301 -0.105
H -0.420 -3.484 0.403
H -0.123 -2.971 -1.284
H -1.127 -1.889 -0.204
H -1.353 2.192 1.452
H -1.370 3.233 0.079
H -2.348 1.849 0.063
*
```

---

Ordered E_tot results: -62248.9515 -31616.0203 -31608.2707 -26366.9229 -23386.5697 -30128.9609 -37728.5594 -28875.6846 -10715.3546 -14807.1139 -20501.4085 -107966.2763 -9484.1541 -11535.9719 -20323.9355 -14868.2352 -16920.1703 -16919.3578 -16914.5815 -27754.1584; unit eV.